{
  "formula": "H19O9",
  "method": "the ωB97M-V functional and the def2-TZVPD basis",
  "symbols": ["O", "H", "H", "H", "O", "H", "H", "O", "H", "H", "O", "H", "H", "O", "H", "H", "O", "H", "H", "O", "H", "H", "O", "H", "H", "O", "H", "H"],
  "xyz": [[-0.1383, 0.2459, -0.0500], [0.4507, -0.0131, 0.7490], [-0.1323, 1.1509, 0.1190], [0.2277, 0.0659, -0.9250], [-0.6833, -3.2231, 1.9860], [-1.2763, -3.1011, 1.3510], [-0.1773, -2.5031, 1.6380], [-0.0443, 3.0059, 0.4010], [0.6267, 3.3489, -0.2970], [0.4217, 3.2289, 1.1510], [2.7737, 0.8459, -0.3300], [3.3947, 0.3769, -0.8980], [3.0047, 0.5999, 0.7770], [0.6677, 1.0909, -2.6840], [-0.1903, 1.3739, -3.2660], [0.8447, 0.4689, -3.3070], [0.8947, -0.3211, 2.4220], [1.8817, -0.2891, 2.3150], [0.9677, 0.0779, 3.2600], [-3.0063, -0.6131, -1.3770], [-2.4163, -0.5561, -2.1180], [-2.7873, -1.4171, -0.7760], [-3.1693, 1.3049, 0.4450], [-3.3253, 2.0639, -0.2440], [-3.0803, 0.6349, -0.2970], [1.3147, -2.2531, -0.0770], [2.1567, -2.5861, 0.3660], [0.7987, -3.0071, -0.3340]],
  "mulliken_charge": [-0.158, 0.271, 0.416, 0.476, -0.564, 0.285, 0.296, -0.698, 0.356, 0.296, -0.593, 0.314, 0.294, -0.652, 0.342, 0.295, -0.570, 0.282, 0.270, -0.676, 0.300, 0.338, -0.636, 0.342, 0.358, -0.595, 0.309, 0.304],
  "orbital_gap_ev": 9.51,
  "charge": 1,
  "e_above_lowest_kj_mol": 498.65,
  "spin_multiplicity": 1,
  "max_force_ev_per_a": 6.672
}